Entry 1:
This record from OMol25 describes the molecule C4H7O4P at a distorted geometry. The level of theory is ωB97M-V/def2-TZVPD.

**2S+1**: 1
**Highest occupied orbital energy**: -0.3106 Eh
**HOMO-LUMO gap**: 0.24680 hartree
**SMILES**: C=C[C@@H](OC=O)P(O)O
**Energy above the lowest of the compared OMol25 structures with the same formula, charge and spin**: 757.2 kJ/mol

```
16
Properties=species:S:1:pos:R:3:forces:R:3:lowdin_charge:R:1
C -1.942429 -0.143475 0.114121 1.5015 1.2332 0.3680 -0.06
C -1.003619 0.816049 0.756315 -1.1496 -0.6829 -0.1544 -0.12
C 0.645605 0.672199 0.795424 -2.4848 2.2707 -0.1695 -0.44
O 1.109517 -0.383093 1.755626 -1.4235 -1.9959 -3.3995 -0.12
C 1.020073 -1.719077 1.147690 6.2846 -3.8287 0.6401 -0.16
O 2.096395 -2.545385 1.252226 -7.4761 5.6627 -0.4050 -0.05
P 1.469138 0.563499 -0.924120 1.5011 0.4284 -1.9302 0.94
O 0.953575 2.042118 -1.755286 -2.1985 -3.4490 0.9409 -0.35
O 0.837686 -0.725600 -1.906519 -1.5772 2.0478 1.7052 -0.34
H -2.105994 -0.081840 -1.062126 1.3751 -1.5166 2.3415 0.08
H -2.546148 -0.896669 0.780501 -0.1741 2.6422 -1.4181 0.08
H -1.505145 1.764564 1.280358 1.2712 -2.8831 0.4926 0.12
H 1.032132 1.693210 1.280045 -0.6004 -2.3700 -1.2089 0.15
H 0.079967 -2.108440 0.523839 1.8373 1.4704 1.5599 0.16
H 0.022199 1.782318 -2.086478 1.8566 1.1116 0.5440 0.06
H -0.162948 -0.730377 -1.951616 1.4567 -0.1409 0.0934 0.04
```
Forces are in eV/Å.

---

Entry 2:
This record from OMol25 describes a structure of composition C10H10ClLuNO3 at a distorted geometry. The level of theory is ωB97M-V/def2-TZVPD.

**2S+1**: 1
**Highest occupied orbital energy**: -0.1298 Eh
**HOMO-LUMO gap**: 0.24292 hartree
**Net charge**: -1

```
26
Properties=species:S:1:pos:R:3:forces:R:3:lowdin_charge:R:1
C 0.369530 2.702872 -1.056600 1.2681 0.4485 -0.5670 -0.29
C 0.535344 1.663443 -2.049305 0.9495 0.5299 0.5506 -0.23
C 1.509696 0.738909 -1.551059 0.1661 0.9493 -0.3433 -0.20
H 0.000131 1.567518 -2.990279 0.0464 0.0618 0.3316 0.10
C 1.961225 1.186685 -0.278400 -0.2455 1.1569 -0.4713 -0.19
C 1.256404 2.403028 0.044299 0.8922 0.2813 -1.1412 -0.24
H 1.371624 2.979678 0.961432 -0.1107 -0.1950 -0.3071 0.11
H -0.357718 3.521487 -1.093700 0.3978 -0.3342 -0.0365 0.11
H 1.912571 -0.115823 -2.100967 -0.4608 0.2655 0.4248 0.11
H 2.768739 0.744802 0.301830 -0.5071 -0.0334 -0.0166 0.11
Lu -0.516519 0.885258 -0.019880 -1.7151 -5.0669 0.6637 1.32
Cl -2.743837 0.923219 -0.951991 -0.5919 0.4595 -0.1916 -0.17
C -1.122474 -2.477271 0.766913 0.6184 0.2625 -0.5284 -0.21
C 0.292197 -2.435035 0.977261 -0.5150 0.1594 -0.7061 -0.21
C 0.924758 -2.353615 -0.295728 -0.9755 0.2902 0.1328 -0.24
H 0.789386 -2.434182 1.940769 -0.0405 -0.0513 -0.0968 0.06
C -0.098668 -2.329200 -1.296097 0.0251 0.4280 0.6823 -0.23
C -1.361241 -2.411648 -0.636557 0.6437 0.3844 0.5012 -0.24
H -2.332810 -2.355726 -1.113992 0.1060 -0.0962 0.0406 0.06
H -1.880586 -2.499534 1.544635 0.1395 -0.0274 -0.1393 0.07
H 1.987168 -2.282880 -0.480063 0.0898 -0.0690 0.0192 0.06
H 0.060516 -2.209750 -2.364443 -0.0457 -0.1654 0.1099 0.06
O -2.035632 0.331875 3.600160 0.9184 1.9518 -0.7337 0.05
N -1.387967 1.185228 2.988839 0.8488 -2.0205 -0.8563 -0.49
O -1.394886 2.396714 3.124547 -0.3159 -0.8328 0.1394 0.03
O -0.506950 0.673950 2.028375 -1.5860 1.2632 2.5393 -0.31
```
Forces are in eV/Å.

---

Entry 3:
This record from OMol25 describes a cluster of 2 separate species, C18H28NO3 in total at a distorted geometry. The level of theory is ωB97M-V/def2-TZVPD.

**2S+1**: 1
**Highest occupied orbital energy**: -0.4267 Eh
**HOMO-LUMO gap**: 0.32867 hartree
**Net charge**: +1
**Energy above the lowest of the compared OMol25 structures with the same formula, charge and spin**: 2130.1 kJ/mol

```
50
Properties=species:S:1:pos:R:3:forces:R:3:lowdin_charge:R:1
C -4.475463 -1.797958 -0.918014 -0.7585 8.4976 -3.6694 0.10
C -3.605801 -0.780836 -1.312077 -0.1321 -7.3423 2.4063 -0.08
C -2.094653 -0.724555 -1.318841 -3.5939 -9.1563 4.2707 -0.13
C -1.705648 0.038110 -0.206601 -0.4616 -3.1919 -2.6100 -0.37
C -1.638791 1.266710 -0.527028 0.8084 13.6628 3.0454 0.05
C -1.336953 2.208292 0.709773 -0.1775 0.7864 -0.9261 0.07
C -1.100990 1.619933 2.085239 0.4162 14.5230 -5.3601 -0.06
C -1.131462 0.412004 2.005540 -0.0979 -11.9820 7.2864 -0.11
C -1.513994 -0.439051 0.986209 1.5072 -3.3514 4.7016 -0.17
O -1.542787 -1.889841 1.248525 -7.4083 6.7159 -3.4775 -0.03
C -0.565764 -2.309071 1.888996 6.7787 -7.4389 1.6037 -0.30
C 0.537917 -2.625253 0.766504 1.7145 -9.3349 4.3692 -0.21
N 1.131519 -1.601642 0.214621 -0.3431 13.7648 2.1808 -0.15
C 2.098784 -0.638409 1.242730 1.3543 -10.2786 -3.2759 0.01
H 1.652749 -0.646075 2.080695 -3.5246 0.5173 6.0749 0.07
H 2.927045 -1.346446 1.370535 0.3078 0.0448 -0.1887 0.17
C 2.421137 0.507547 0.684719 -3.3482 11.1247 1.8307 -0.55
C 3.392586 1.335098 1.554419 4.5437 0.2270 -8.0648 0.05
H 4.457369 0.924555 1.429543 -1.6247 -0.0019 0.9863 0.14
H 3.609976 2.404311 1.148293 -0.9918 -1.8139 -0.0234 0.14
H 3.021221 1.528844 2.395485 -2.4027 0.8165 7.4961 0.00
O 2.765753 0.637694 -0.522617 5.0215 -0.7206 -8.1861 0.01
C 1.973620 0.028165 -1.497195 -2.0912 0.0136 2.2205 -0.42
C 2.546054 -0.083114 -2.764130 3.1684 -5.8617 -6.8622 -0.06
H 1.929136 -0.421079 -3.893138 0.8574 0.0992 4.1478 0.21
H 3.620571 -0.673641 -2.915560 -2.9239 0.7581 1.0999 0.17
H 2.848472 0.691985 -3.264453 1.5515 5.6951 -1.5864 0.00
C 1.697333 -1.342348 -1.074816 -0.9912 -8.7953 -0.4187 -0.11
H 0.852575 -2.016240 -1.589109 2.1310 1.9486 -0.8030 0.19
H 2.609452 -2.139773 -0.948986 -1.2868 2.3867 -1.4064 0.21
H 1.047155 0.601505 -1.633623 -0.3849 0.0598 0.5773 0.17
H 1.415547 1.229269 0.491929 0.7628 -1.3843 2.4233 0.22
H 0.282050 -0.774418 0.306840 1.9927 -2.1040 -0.8050 0.21
H 0.244194 -3.447705 0.014217 -0.3313 1.6068 0.8535 0.17
H 1.441726 -3.316024 1.339934 -2.1027 1.6443 -1.2067 0.20
H -0.110639 -1.782649 2.802279 -1.0090 -0.8599 -1.1754 0.13
H -0.865011 -3.477221 2.003437 0.9267 2.5022 1.2632 0.19
H -0.947033 0.015984 3.385113 -0.5305 0.1612 -4.4151 0.25
H -0.768932 2.458974 2.739450 -0.4821 -1.5174 0.2908 0.16
O -1.253366 3.757773 0.649851 2.0188 -8.9404 7.9776 -0.05
C -1.407066 4.196082 -0.492454 -12.7028 7.3809 2.0212 -0.27
H -0.980766 4.028740 -1.238425 8.1022 -3.7979 -11.0045 -0.03
H -1.437509 5.292532 -0.439651 0.0096 0.0640 0.0390 0.13
H -2.583135 3.951817 -0.884948 2.1840 0.6823 0.6223 0.16
H -2.016175 1.899178 -1.419704 0.9508 -1.8913 1.2027 0.16
H -1.778687 -1.909956 -1.141315 -0.5891 2.7556 -0.4170 0.19
H -1.789052 -0.567088 -2.209345 2.5067 2.0821 -5.9071 0.06
H -4.056229 0.038731 -1.532346 -2.7034 5.4461 -1.6929 0.03
H -5.572210 -1.634216 -1.121826 1.3016 0.0736 0.6018 0.09
H -4.245839 -2.689237 -0.678688 2.0774 -6.2765 1.8893 -0.02
```
Forces are in eV/Å.

---

Entry 4:
This record from OMol25 describes a structure of composition C10H13NOPm at a distorted geometry. The level of theory is ωB97M-V/def2-TZVPD.

**Expectation value of S²**: 6.018
**2S+1**: 5
**Highest occupied orbital energy (alpha / beta)**: -0.0696 / -0.0796 Eh
**HOMO-LUMO gap (alpha / beta)**: 0.17399 / 0.18342 hartree
**Net charge**: -1
**Energy above the lowest of the compared OMol25 structures with the same formula, charge and spin**: 0.0 kJ/mol

```
26
Properties=species:S:1:pos:R:3:forces:R:3:lowdin_spin:R:1
C 0.975795 -1.249975 -1.797746 -0.0553 -0.5636 -0.3407 0.00
C -0.423114 -1.183826 -2.070931 0.0858 -0.7586 0.0325 0.00
C -1.108402 -1.885182 -1.037755 0.4936 -0.9250 -0.6678 0.01
C -0.131856 -2.392732 -0.128191 0.0893 -0.0920 -1.0110 0.00
C 1.155568 -2.004165 -0.600858 -0.4386 -0.2422 -0.3632 0.00
Pm -0.098794 0.316586 0.010012 1.4902 -1.8073 3.5773 4.04
C -1.923661 1.835663 -1.149961 -0.1160 0.9138 -1.0148 0.00
C -0.689258 2.002073 -1.626150 -1.1445 3.0550 -2.0441 0.02
C 0.408431 2.467540 -2.204461 0.0662 -0.5867 0.5779 0.01
N 1.791271 1.028554 0.297659 0.1907 1.0267 0.4918 -0.07
H -2.186327 -2.023468 -0.967844 0.3402 0.1442 0.0613 0.00
H -0.896491 -0.619594 -2.876331 0.1771 -0.2767 0.1178 0.00
H -0.341724 -2.990430 0.761272 0.1112 0.3593 -0.3058 0.00
H 2.109092 -2.235638 -0.117469 -0.4497 0.2615 -0.2305 0.00
H 1.761272 -0.770636 -2.385967 -0.2983 -0.1756 0.3505 0.00
H -2.680982 1.200550 -1.635031 0.7227 -0.1530 0.3021 0.00
H 2.631771 1.399946 0.769024 -0.2952 -0.4834 -0.3319 0.00
H -2.328472 2.445160 -0.323026 0.5739 -0.3340 -0.2773 0.00
H 0.393887 3.249321 -2.969472 -0.5588 -0.1499 0.1345 0.00
H 1.416790 2.128873 -1.929661 -0.6002 -0.1881 0.1539 0.00
C -2.898367 -1.544105 2.051702 -0.4602 1.0091 1.2342 0.00
C -1.891501 -0.540168 1.650314 2.0633 -1.7174 -3.9966 0.00
O -1.469141 0.549671 2.008475 -1.4457 1.8907 2.8561 0.00
H -2.325215 -2.438158 2.335564 -0.2619 0.2039 0.0548 0.00
H -3.439894 -1.786874 1.125474 0.0558 0.0265 0.4253 0.00
H -3.576676 -1.194085 2.851059 -0.3357 -0.4373 0.2134 0.00
```
Forces are in eV/Å.